1.
ORCA calculation (ωB97M-V/def2-TZVPD) on a cluster of 8 separate species, C27H54O11 in total.

Calculated values
LUMO in eV: 0.202
SMILES: CCOC(C)=O.CCOC(C)=O.CCOC(C)=O.CC(C)=O.CC(C)=O.CC(C)=O.CC(C)=O.CC(C)=O
Orbital gap in eV: 8.153
Net charge: 0

Each line ends with the Mulliken charge.
Geometry (Å):
C: 3.545 -0.301 -8.258  -1.15
C: 2.496 0.045 -7.181  -0.67
O: 2.537 -0.964 -6.041  -0.29
C: 1.762 -0.864 -5.087  0.90
C: 1.910 -2.009 -4.196  -1.45
O: 0.997 0.065 -4.775  -0.62
H: 3.344 0.406 -9.073  0.37
H: 3.582 -1.290 -8.456  0.37
H: 4.525 0.077 -7.943  0.30
H: 2.618 0.766 -6.671  0.60
H: 1.634 0.129 -7.688  0.40
H: 1.140 -2.148 -3.630  0.51
H: 2.713 -2.144 -3.519  0.30
H: 1.830 -2.941 -4.764  0.42
C: -2.487 -4.173 6.906  -1.19
C: -2.670 -3.045 5.831  -0.42
O: -1.695 -2.059 6.030  -0.27
C: -1.302 -1.252 5.120  0.87
C: -0.455 -0.215 5.601  -1.06
O: -1.840 -1.175 3.957  -0.52
H: -1.424 -4.581 6.952  0.30
H: -2.977 -5.335 6.686  0.30
H: -2.795 -3.871 7.794  0.38
H: -2.545 -3.414 4.977  0.43
H: -3.722 -2.715 5.825  0.31
H: -0.085 -0.389 6.587  0.41
H: -1.125 0.755 5.774  0.22
H: 0.369 0.064 4.976  0.30
C: -1.782 0.312 2.694  -0.42
C: -0.881 1.283 1.973  -1.06
O: -0.225 0.618 1.049  -0.31
C: 0.753 1.184 0.171  0.38
C: 1.222 0.371 -0.962  -0.18
O: 0.994 2.397 0.254  -0.65
H: -2.411 0.747 3.446  0.58
H: -1.161 -0.540 2.976  0.26
H: -2.393 -0.162 1.898  -0.24
H: -1.331 2.054 1.575  0.80
H: 0.030 1.529 2.741  0.04
H: 2.253 0.429 -1.116  0.50
H: 0.562 0.437 -1.889  0.06
H: 1.295 -0.671 -0.521  0.24
C: 4.243 4.611 -0.141  -0.69
C: 5.415 4.590 0.895  0.70
C: 6.691 3.883 0.634  -0.94
O: 5.242 5.449 1.854  -0.57
H: 3.441 3.961 0.166  0.07
H: 4.573 4.275 -1.166  0.28
H: 3.963 5.662 -0.400  0.31
H: 6.583 2.828 0.070  0.24
H: 7.254 3.565 1.542  0.34
H: 7.557 4.527 0.293  0.27
C: 2.957 -4.010 -1.139  -1.24
C: 3.329 -2.627 -0.431  0.75
C: 4.561 -2.591 0.450  -1.27
O: 2.673 -1.503 -0.553  -0.54
H: 3.306 -4.220 -2.079  0.41
H: 1.942 -3.965 -1.432  0.36
H: 3.496 -4.782 -0.537  0.35
H: 5.583 -2.651 -0.106  0.30
H: 4.422 -3.161 1.388  0.37
H: 4.735 -1.528 0.929  0.29
C: -2.492 0.634 -1.634  -2.96
C: -3.089 1.694 -2.640  0.13
C: -2.336 2.952 -2.617  -1.23
O: -3.893 1.341 -3.617  -0.67
H: -2.500 0.894 -0.583  0.27
H: -1.753 0.127 -1.994  2.16
H: -3.082 -0.104 -1.837  1.23
H: -2.700 3.467 -3.482  0.50
H: -1.285 3.000 -2.819  0.33
H: -2.797 3.587 -1.769  0.18
C: -0.601 -1.713 0.006  0.92
C: -2.146 -1.875 -0.103  0.85
C: -3.075 -1.652 1.047  -0.88
O: -2.664 -1.931 -1.380  -0.69
H: -0.051 -1.802 -0.834  0.69
H: -0.158 -2.591 0.634  0.12
H: -0.307 -0.885 0.348  -1.41
H: -2.983 -2.657 1.720  0.14
H: -3.999 -1.523 0.601  0.33
H: -2.830 -0.934 1.649  0.10
C: -5.302 1.658 2.161  -0.95
C: -4.805 2.321 0.868  1.01
C: -5.783 2.296 -0.318  -1.51
O: -3.782 3.108 0.785  -0.54
H: -6.438 1.629 2.345  0.37
H: -4.549 1.838 2.946  0.27
H: -5.309 0.565 1.842  0.14
H: -5.545 3.086 -1.006  0.28
H: -6.671 2.566 0.000  0.72
H: -5.837 1.185 -0.563  0.28



2.
ORCA calculation (ωB97M-V/def2-TZVPD) on a cluster of 8 separate species, C27H54O11 in total.

Calculated values
LUMO in eV: 0.091
SMILES: CCOC(C)=O.CCOC(C)=O.CCOC(C)=O.CC(C)=O.CC(C)=O.CC(C)=O.CC(C)=O.CC(C)=O
Orbital gap in eV: 9.367
Net charge: 0

Each line ends with the Mulliken charge.
Geometry (Å):
C: -2.068 1.774 -1.525  -0.44
C: -2.415 3.299 -1.836  -0.21
O: -3.638 3.252 -2.542  -0.26
C: -4.315 4.443 -2.731  0.70
C: -5.490 3.988 -3.537  -1.30
O: -4.201 5.578 -2.313  -0.54
H: -1.131 1.740 -0.998  -0.41
H: -1.852 1.381 -2.566  0.31
H: -2.823 1.285 -0.980  0.43
H: -2.304 3.910 -0.899  0.27
H: -1.632 3.513 -2.581  0.20
H: -5.612 4.801 -4.301  0.32
H: -6.599 3.603 -3.242  0.26
H: -5.174 3.298 -3.996  0.55
C: -1.510 4.081 2.124  -1.04
C: -0.290 3.658 1.354  0.43
O: 0.222 4.565 0.413  -0.36
C: 1.232 4.241 -0.449  0.86
C: 1.511 5.300 -1.578  -1.51
O: 1.587 3.088 -0.644  -0.35
H: -1.195 5.139 2.633  0.30
H: -1.874 3.265 3.053  0.22
H: -2.502 4.262 1.323  0.20
H: 0.417 3.438 2.109  0.36
H: -0.601 2.643 0.909  -0.20
H: 0.837 6.021 -1.377  0.51
H: 1.256 4.815 -2.539  0.29
H: 2.431 5.629 -1.463  0.46
C: -0.735 0.290 3.674  -1.25
C: -1.225 -0.554 2.419  0.20
O: -0.132 -0.580 1.510  -0.11
C: -0.295 -0.801 0.236  0.60
C: 0.906 -0.604 -0.493  -1.39
O: -1.255 -1.470 -0.191  -0.66
H: -1.726 0.122 4.130  0.60
H: -0.302 1.176 3.369  0.17
H: 0.049 -0.153 4.310  0.17
H: -1.354 -1.660 2.736  -0.28
H: -2.034 -0.242 1.802  0.54
H: 1.409 -1.480 -0.636  0.39
H: 1.458 0.037 0.107  0.52
H: 0.823 0.033 -1.306  0.37
C: -3.404 -4.140 3.325  -1.10
C: -2.386 -3.982 4.450  0.85
C: -2.585 -2.693 5.339  -0.87
O: -1.495 -4.936 4.607  -0.59
H: -4.524 -3.962 3.569  0.31
H: -3.305 -4.974 2.857  0.46
H: -3.191 -3.379 2.653  0.27
H: -3.533 -2.839 5.852  0.42
H: -2.412 -1.697 4.798  -0.02
H: -1.735 -2.707 5.894  0.35
C: 2.052 -3.370 -3.574  -1.23
C: 0.713 -2.990 -4.190  0.78
C: -0.558 -3.260 -3.437  -0.32
O: 0.602 -2.409 -5.462  -0.62
H: 2.011 -4.163 -2.890  0.59
H: 2.480 -2.712 -3.099  0.16
H: 2.757 -3.524 -4.659  0.27
H: -0.503 -2.442 -2.732  -0.12
H: -0.422 -4.237 -3.019  0.23
H: -1.567 -3.140 -4.043  0.25
C: 0.786 -4.535 1.857  -1.05
C: 0.555 -4.843 0.387  0.92
C: -0.746 -5.480 0.002  -1.15
O: 1.459 -4.556 -0.485  -0.57
H: 0.873 -5.211 2.538  0.57
H: -0.178 -4.026 1.953  -0.02
H: 1.470 -3.782 2.149  0.34
H: -1.505 -4.763 -0.407  0.21
H: -1.314 -5.776 0.887  0.44
H: -0.617 -6.412 -0.651  0.33
C: 2.823 2.023 2.333  -0.41
C: 3.934 1.035 2.675  0.48
C: 3.793 -0.128 3.527  -0.72
O: 5.108 1.229 2.100  -0.63
H: 3.150 2.615 1.441  0.19
H: 2.397 2.761 3.029  0.56
H: 1.829 1.452 2.254  -0.19
H: 4.417 -0.971 3.165  0.29
H: 2.602 -0.480 3.306  0.02
H: 3.942 0.157 4.529  0.35
C: 4.328 -0.368 -4.308  -1.37
C: 3.790 1.086 -4.145  0.76
C: 3.398 1.467 -2.755  -0.60
O: 3.730 1.968 -5.187  -0.62
H: 3.652 -0.937 -4.692  0.24
H: 4.584 -0.571 -3.432  0.54
H: 5.246 -0.182 -4.805  0.41
H: 2.886 2.431 -2.598  0.28
H: 4.133 1.351 -2.026  0.52
H: 2.628 0.883 -2.370  -0.15



What are the relative energies? In eV: 1 6.688; 2 0.000.



1.
ORCA calculation (ωB97M-V/def2-TZVPD) on the molecule C7H4.

Calculated values
LUMO (spin up / spin down) in eV: -0.814 / -0.814
Orbital gap (spin up / spin down) in eV: 7.047 / 7.045
Net charge: 0

Each line ends with the Mulliken charge.
Geometry (Å):
C: -0.954 -0.854 -1.064  -0.22
C: -0.606 0.468 -0.830  -0.13
C: -0.232 -1.723 -0.293  -0.10
C: 1.457 -0.900 1.336  -0.59
C: 0.143 1.079 0.239  -0.35
C: 0.942 0.430 1.250  -0.22
C: 0.511 -1.715 0.686  0.27
H: -1.716 -1.001 -1.934  0.27
H: -1.010 1.167 -1.668  0.21
H: 0.046 2.074 0.302  0.43
H: 1.418 0.974 1.976  0.43



2.
ORCA calculation (ωB97M-V/def2-TZVPD) on the molecule C7H4.

Calculated values
LUMO (spin up / spin down) in eV: -0.932 / -0.931
SMILES: C1=CC2C3=C2C3=C1
Orbital gap (spin up / spin down) in eV: 6.912 / 6.916
Net charge: 0

Each line ends with the Mulliken charge.
Geometry (Å):
C: 1.099 0.544 -0.159  -0.12
C: 0.607 -0.805 -0.236  -0.58
C: -0.737 -1.161 0.236  0.05
C: -1.569 -0.101 0.826  -0.44
C: -1.355 -0.279 -0.943  -0.65
C: -1.064 0.853 -0.055  0.78
C: 0.185 1.535 0.043  -0.65
H: 2.160 0.714 -0.069  0.39
H: 1.249 -1.611 -0.566  0.41
H: -0.949 -2.198 0.469  0.41
H: 0.375 2.508 0.455  0.40



What are the relative energies? In eV: 1 0.000; 2 2.217.



1.
ORCA calculation (ωB97M-V/def2-TZVPD) on the molecule C2H4OS3.

Calculated values
LUMO in eV: -1.111
SMILES: C[C@@H]1S[S@@]1(=O)=S
Orbital gap in eV: 7.847
Net charge: 0

Each line ends with the Mulliken charge.
Geometry (Å):
C: -0.126 -1.262 -0.660  -0.84
C: -0.038 -0.512 0.598  -0.20
S: -1.441 0.603 1.041  -0.12
S: 0.298 1.577 0.270  0.56
O: 0.103 1.897 -1.126  -0.50
S: 1.135 2.876 1.422  -0.25
H: -0.225 -0.573 -1.501  0.30
H: -1.024 -1.887 -0.659  0.29
H: 0.753 -1.886 -0.812  0.29
H: 0.564 -0.834 1.428  0.48



2.
ORCA calculation (ωB97M-V/def2-TZVPD) on a structure of composition C2H4OS3.

Calculated values
LUMO in eV: -0.065
Orbital gap in eV: 8.619
Net charge: 0

Each line ends with the Mulliken charge.
Geometry (Å):
C: 0.764 -0.206 -1.111  -0.45
C: -0.645 0.112 1.149  -0.48
H: 0.967 0.104 -2.239  0.33
H: 1.592 -0.018 -0.293  0.27
H: 0.353 0.574 1.506  0.29
H: -1.487 0.347 1.897  0.35
O: -0.601 2.137 -0.340  -0.61
S: -0.789 0.585 -0.610  0.43
S: 0.223 -1.928 -0.982  -0.06
S: -0.377 -1.707 1.024  -0.08



What are the relative energies? In eV: 1 0.523; 2 0.000.



1.
ORCA calculation (ωB97M-V/def2-TZVPD) on a cluster of 3 separate species, C2H8O3 in total.

Calculated values
LUMO in eV: 0.923
SMILES: CC=O.O.O
Orbital gap in eV: 10.933
Net charge: 0

Each line ends with the Mulliken charge.
Geometry (Å):
C: 0.368 3.730 -2.171  -0.80
C: -0.364 2.571 -2.762  0.12
O: -1.552 2.432 -2.618  -0.46
H: -0.266 4.612 -2.147  0.27
H: 1.397 3.847 -2.497  0.30
H: 0.546 3.466 -1.114  0.24
H: 0.192 1.808 -3.324  0.33
O: 0.787 -6.682 -0.056  -0.64
H: 0.881 -5.795 0.311  0.32
H: 1.710 -6.961 -0.124  0.32
O: -1.273 -0.729 5.761  -0.64
H: -1.030 -0.622 4.833  0.32
H: -1.394 -1.678 5.908  0.32



2.
ORCA calculation (ωB97M-V/def2-TZVPD) on a cluster of 3 separate species, C2H8O3 in total.

Calculated values
LUMO in eV: 0.576
SMILES: C=CO.O.O
Orbital gap in eV: 9.439
Net charge: 0

Each line ends with the Mulliken charge.
Geometry (Å):
C: 0.006 -2.899 0.970  -0.82
C: 0.660 -2.798 -0.189  0.23
O: 0.533 -1.683 -0.976  -0.47
H: 0.310 -3.544 1.787  0.23
H: -0.731 -2.170 1.300  0.23
H: 1.288 -3.626 -0.484  0.33
H: -0.296 -1.261 -0.671  0.28
O: -0.748 0.988 -0.316  -0.64
H: -0.559 1.879 -0.658  0.30
H: 0.117 0.829 0.078  0.33
O: -0.271 4.389 -0.178  -0.61
H: -0.880 5.059 -0.451  0.31
H: 0.572 4.838 -0.213  0.31



What are the relative energies? In eV: 1 0.000; 2 0.387.



1.
ORCA calculation (ωB97M-V/def2-TZVPD) on the ion C6H12O with charge +1.

Calculated values
LUMO (spin up / spin down) in eV: -4.962 / -8.242
Orbital gap (spin up / spin down) in eV: 9.234 / 5.939
Multiplicity: 2
Net charge: +1

Each line ends with the Mulliken spin population.
Geometry (Å):
C: -1.585 -1.714 1.002  -0.01
O: -2.611 -1.726 0.015  0.00
C: -1.259 -0.255 1.386  0.04
C: -0.738 0.614 0.245  0.03
C: 0.727 0.443 -0.008  0.33
C: 1.468 1.324 -0.744  0.32
C: 2.635 1.096 -1.637  0.04
H: -1.966 -2.198 1.907  0.00
H: -0.661 -2.279 0.850  0.00
H: -2.166 -1.986 -0.800  0.00
H: -2.192 0.206 1.712  0.01
H: -0.484 -0.348 2.158  0.00
H: -1.355 0.332 -0.626  0.07
H: -0.863 1.705 0.331  0.02
H: 0.959 -0.590 0.274  0.03
H: 1.130 2.354 -0.605  0.03
H: 3.121 2.039 -1.866  0.00
H: 2.481 0.486 -2.528  0.03
H: 3.361 0.495 -1.065  0.03



2.
ORCA calculation (ωB97M-V/def2-TZVPD) on a cluster of 2 separate species, C6H12O in total.

Calculated values
LUMO (spin up / spin down) in eV: -5.266 / -8.234
Orbital gap (spin up / spin down) in eV: 8.300 / 5.332
Multiplicity: 2
Net charge: +1

Each line ends with the Mulliken spin population.
Geometry (Å):
C: 2.588 -0.417 -1.698  0.02
C: 2.279 -0.882 -0.270  0.02
C: 1.260 0.024 0.346  0.09
C: 1.601 1.149 1.096  0.41
C: -0.957 0.845 -0.362  0.28
C: -0.100 -0.163 -0.045  0.06
H: 3.051 0.573 -1.669  0.00
H: 1.639 -0.327 -2.221  0.00
H: 3.217 -1.076 -2.261  0.00
H: 3.141 -0.915 0.396  0.00
H: 1.903 -1.905 -0.254  0.00
H: 0.822 1.880 1.262  0.04
H: 2.617 1.194 1.463  0.03
H: -2.004 0.632 -0.556  0.02
H: -0.644 1.869 -0.255  0.02
H: -0.467 -1.177 -0.137  0.00
H: -6.990 -1.099 1.483  0.00
H: -6.237 -0.030 2.255  0.00
O: -6.717 -0.176 1.427  0.00



What are the relative energies? In eV: 1 0.208; 2 0.000.